# 1
{
  "formula": "CH3N2O5S",
  "method": "ωB97M-V with the def2-TZVPD basis set",
  "elements": ["O", "N", "O", "N", "S", "O", "O", "C", "O", "H", "H", "H"],
  "positions_angstrom": [[-0.903245, 1.199261, 0.804114], [-1.705061, 0.967929, -0.204170], [-2.499033, 1.839098, -0.547111], [-1.535204, -0.104189, -0.842903], [-0.141757, -1.088448, -0.080522], [-0.024943, -2.243531, -0.920810], [-0.392571, -1.372642, 1.278453], [1.443122, -0.173440, -0.166831], [1.573684, 0.966035, 0.604158], [1.586049, -0.186953, -1.190404], [1.982180, -0.878798, 0.314189], [0.616779, 1.075682, 0.951839]],
  "atomic_forces_ev_per_a": [[-1.42, 0.73, -0.10], [2.25, 1.70, 1.71], [-0.57, -0.41, -0.03], [1.61, -2.96, -0.59], [-2.32, 1.45, -1.23], [0.38, 0.05, -1.03], [-0.41, -0.37, 2.10], [-2.43, 1.04, 1.11], [-1.12, 0.28, -0.11], [0.85, 0.84, -2.25], [2.18, -2.89, 1.00], [1.00, 0.54, -0.57]],
  "nbo_charge": [-0.6377, 0.5643, -0.4750, -0.5432, 2.1595, -0.9696, -0.9599, -0.2648, -0.7424, 0.1757, 0.1808, 0.5123],
  "relative_energy_ev": 2.807,
  "e_tot_ev": -25135.52097,
  "lumo_ev": 3.748,
  "homo_ev": -5.57,
  "total_charge": -1
}

# 2
{
  "formula": "CH3N2OS",
  "method": "ωB97M-V with the def2-TZVPD basis set",
  "elements": ["C", "N", "N", "O", "S", "H", "H", "H"],
  "positions_angstrom": [[1.391806, -0.550749, 0.140445], [1.785233, -1.637436, 0.000928], [-1.752665, 0.833980, 0.079026], [-0.572703, 1.102790, -0.421723], [1.010520, 0.977400, 0.459850], [-2.419398, 1.625540, 0.245165], [2.438998, -2.212671, -0.447691], [-1.881789, -0.138854, -0.055997]],
  "atomic_forces_ev_per_a": [[0.54, -1.14, -0.25], [-0.96, 1.42, 0.77], [0.46, 0.77, 0.79], [0.13, 0.92, -1.80], [-0.45, 1.08, 1.18], [1.07, -1.29, -0.09], [0.79, -1.17, -0.78], [-1.58, -0.60, 0.18]],
  "nbo_charge": [0.2811, -0.4303, -0.4147, -0.3774, 0.6540, 0.4255, 0.4751, 0.3866],
  "relative_energy_ev": 1.939,
  "e_tot_ev": -16936.69812,
  "lumo_ev": [-6.556, -6.556],
  "homo_ev": [-14.35, -14.35],
  "total_charge": 1
}

# 3
{
  "formula": "CH3N2OS",
  "method": "ωB97M-V with the def2-TZVPD basis set",
  "elements": ["C", "N", "N", "O", "S", "H", "H", "H"],
  "positions_angstrom": [[-0.057403, 0.173160, -0.048064], [0.126542, 1.379507, -0.327756], [-1.262195, -0.309496, 0.359937], [-2.401141, 0.411996, 0.657049], [-2.747612, 1.909255, 0.313755], [0.674733, -0.643592, -0.101980], [1.022205, 1.739854, -0.620544], [-1.372539, -1.272532, 0.665549]],
  "atomic_forces_ev_per_a": [[1.33, 0.49, -0.48], [-1.35, 0.60, 0.32], [-1.55, -0.11, 0.30], [0.89, -0.60, 0.01], [0.82, -0.31, -0.26], [-0.16, 0.07, 0.04], [0.30, -0.39, 0.00], [-0.28, 0.25, 0.07]],
  "nbo_charge": [0.2277, -0.5941, -0.1955, -0.3690, 0.8513, 0.2258, 0.4120, 0.4416],
  "relative_energy_ev": 2.679,
  "e_tot_ev": -16935.95835,
  "lumo_ev": [-8.229, -8.302],
  "homo_ev": [-15.05, -15.12],
  "total_charge": 1
}

# 4
{
  "formula": "CH3N2PS",
  "method": "ωB97M-V with the def2-TZVPD basis set",
  "elements": ["N", "C", "P", "N", "S", "H", "H", "H"],
  "positions_angstrom": [[3.787786, 0.454621, 0.254437], [2.844238, 0.186161, -0.337286], [0.801394, -0.082572, -0.721302], [0.236914, 1.035647, 0.517681], [0.334982, -2.013537, 0.262092], [-0.690120, 0.940497, 0.800106], [0.437266, 2.021633, 0.269043], [0.218249, -2.482338, -0.946782]],
  "atomic_forces_ev_per_a": [[0.97, 0.18, 0.09], [-3.47, -0.47, 0.02], [1.22, 0.20, 1.45], [2.78, 0.20, -1.65], [0.61, 1.97, 0.40], [-1.79, -0.46, 0.44], [-0.11, -0.96, 0.22], [-0.21, -0.64, -0.97]],
  "nbo_charge": [-0.3557, -0.0429, 0.8844, -1.1499, -0.2640, 0.3945, 0.3994, 0.1342],
  "relative_energy_ev": 1.083,
  "e_tot_ev": -24188.95443,
  "lumo_ev": -0.021,
  "homo_ev": -9.59
}

# 5
{
  "formula": "CH3N3O2",
  "method": "ωB97M-V with the def2-TZVPD basis set",
  "elements": ["H", "N", "N", "H", "O", "C", "N", "O", "H"],
  "positions_angstrom": [[-0.113298, -1.973616, -2.388829], [-0.201735, -1.181873, -1.574673], [0.287340, -0.111751, -1.528691], [0.864821, 0.081398, -2.333916], [1.396484, 1.435287, 2.945720], [0.482895, 1.084744, 2.300596], [-0.129240, 0.512371, 1.456557], [-1.448297, 0.373914, 0.934055], [-1.138970, -0.220476, 0.189180]],
  "atomic_forces_ev_per_a": [[0.69, 2.62, 1.17], [-3.22, -5.93, 0.28], [1.70, 2.81, -0.59], [0.83, 0.57, -0.91], [-0.29, 0.58, 0.67], [1.01, 0.00, 0.16], [-2.05, -0.78, -1.29], [2.47, -0.53, -0.09], [-1.13, 0.66, 0.61]],
  "nbo_charge": [0.2971, -0.3143, -0.2570, 0.2889, -0.5197, 0.7861, -0.2955, -0.4923, 0.5067],
  "relative_energy_ev": 5.530,
  "e_tot_ev": -9645.90147,
  "lumo_ev": 0.516,
  "homo_ev": -9.66
}

# 6
{
  "formula": "CH3N3O2S",
  "method": "ωB97M-V with the def2-TZVPD basis set",
  "elements": ["O", "S", "O", "N", "N", "C", "N", "H", "H", "H"],
  "positions_angstrom": [[-2.084318, -0.969041, -0.896873], [-1.254385, -0.279629, 0.022223], [-1.644213, -0.158668, 1.385077], [-0.869357, 1.297640, -0.460389], [0.496789, 1.468164, -0.217846], [1.132507, 0.267556, 0.176457], [0.328521, -0.896126, -0.034090], [2.115231, 0.212911, -0.303130], [1.305923, 0.385883, 1.262932], [0.473298, -1.328687, -0.934359]],
  "atomic_forces_ev_per_a": [[0.01, 0.05, -0.49], [0.43, -1.32, 0.63], [0.07, 0.17, 0.07], [7.12, 1.35, 1.18], [-7.58, 0.54, -1.93], [1.20, -0.94, 1.03], [-1.18, 0.22, -0.01], [-0.21, -0.07, 0.02], [0.12, 0.10, -0.24], [0.03, -0.11, -0.25]],
  "nbo_charge": [-0.8939, 2.3245, -0.8958, -0.3727, -0.0486, -0.1738, -0.8307, 0.2374, 0.2489, 0.4048],
  "relative_energy_ev": 2.420,
  "e_tot_ev": -20483.15947,
  "lumo_ev": -1.532,
  "homo_ev": -11.37
}

# 7
{
  "formula": "CH3N3OS",
  "method": "ωB97M-V with the def2-TZVPD basis set",
  "elements": ["O", "C", "N", "S", "H", "H", "H", "N", "N"],
  "positions_angstrom": [[1.529119, 0.049359, 0.091786], [0.735989, 0.935206, -0.135118], [-0.599418, 0.854827, 0.190992], [-0.992729, -0.056635, 1.641308], [0.859615, 1.810233, -0.768282], [-1.053884, 1.754890, 0.331737], [0.281583, -0.384079, 1.594122], [-0.175919, -2.876511, -1.794500], [-0.584355, -2.087289, -1.152044]],
  "atomic_forces_ev_per_a": [[0.16, 0.75, 0.14], [-0.97, -0.97, -0.71], [-0.83, 0.80, 1.38], [-0.22, -0.02, -0.64], [0.78, 0.32, -0.20], [0.30, -0.01, -0.71], [0.76, -0.85, 0.79], [-0.40, 0.78, 0.65], [0.41, -0.81, -0.70]],
  "nbo_charge": [-0.5766, 0.5127, -0.7292, 0.1273, 0.1291, 0.3925, 0.1469, -0.0021, -0.0006],
  "relative_energy_ev": 0.278,
  "e_tot_ev": -18438.72114,
  "lumo_ev": 0.595,
  "homo_ev": -9.11
}

# 8
{
  "formula": "CH3N4",
  "method": "ωB97M-V with the def2-TZVPD basis set",
  "elements": ["C", "N", "N", "N", "N", "H", "H", "H"],
  "positions_angstrom": [[0.243213, 0.060659, -0.001579], [1.174611, -0.042375, -1.173934], [0.252003, -0.502668, -1.850370], [-0.693233, -0.443893, -0.784824], [0.402161, 0.490275, 1.194243], [-2.348261, -0.910900, -0.746824], [1.321340, 0.826005, 1.484175], [-0.351834, 0.522897, 1.879114]],
  "atomic_forces_ev_per_a": [[-0.02, -0.03, -0.11], [1.15, 0.38, 0.18], [0.20, -0.18, -0.72], [-5.95, -1.45, 0.83], [0.17, 0.12, 0.20], [4.57, 1.31, -0.08], [-0.20, -0.08, -0.11], [0.09, -0.07, -0.19]],
  "nbo_charge": [0.6177, -0.1089, 0.1701, -0.4598, -0.6619, 0.5118, 0.4702, 0.4608],
  "relative_energy_ev": 6.767,
  "e_tot_ev": -7031.82487,
  "lumo_ev": [-6.972, -6.974],
  "homo_ev": [-16.12, -16.12],
  "total_charge": 1
}

# 9
{
  "formula": "CH3N4",
  "method": "ωB97M-V with the def2-TZVPD basis set",
  "elements": ["N", "C", "N", "N", "N", "H", "H", "H"],
  "positions_angstrom": [[-2.435060, -0.058509, 0.341720], [-1.464687, -0.045404, -0.313132], [-0.255282, 0.035513, -0.649427], [0.700820, -0.349591, 0.146813], [1.847196, 0.105626, -0.083318], [-3.051520, -0.199086, 1.119486], [1.960511, 0.686905, -0.945806], [2.698021, -0.175456, 0.383663]],
  "atomic_forces_ev_per_a": [[1.53, 0.14, -1.93], [-1.53, -0.86, 4.27], [2.14, 1.05, -2.16], [-0.73, -0.78, 1.44], [-0.50, 1.29, -2.86], [-0.51, 0.01, -0.23], [0.00, -0.31, 0.79], [-0.42, -0.53, 0.68]],
  "nbo_charge": [-0.4885, 0.7703, -0.4203, 0.1836, -0.3955, 0.4963, 0.4087, 0.4453],
  "relative_energy_ev": 3.121,
  "e_tot_ev": -7035.47134,
  "lumo_ev": -5.856,
  "homo_ev": -15.81,
  "total_charge": 1
}

# 10
{
  "formula": "CH3N4O",
  "method": "ωB97M-V with the def2-TZVPD basis set",
  "elements": ["C", "N", "N", "N", "N", "O", "H", "H", "H"],
  "positions_angstrom": [[0.430838, -2.071282, 0.228284], [1.078307, -1.865418, -0.728868], [-0.015586, 1.309987, -0.609198], [-0.908803, 0.406748, 0.124771], [-0.586481, 0.016684, 1.333583], [0.486226, 0.550662, 1.857785], [0.130602, 0.761710, -1.468485], [0.856693, 1.174482, -0.193649], [-1.471796, -0.283572, -0.544221]],
  "atomic_forces_ev_per_a": [[0.48, -0.70, -0.76], [-0.30, 0.12, 0.20], [-2.40, -1.36, -1.33], [0.12, -0.09, -1.43], [2.37, 1.26, 1.35], [-3.82, -1.13, -2.31], [-0.10, 0.34, 0.03], [1.88, -0.16, 1.57], [1.77, 1.72, 2.68]],
  "nbo_charge": [-0.1859, -0.7922, -0.6694, -0.2415, 0.2351, -0.4964, 0.3557, 0.3780, 0.4166],
  "relative_energy_ev": 2.599,
  "e_tot_ev": -9090.14596,
  "lumo_ev": 4.626,
  "homo_ev": -4.34,
  "total_charge": -1
}

# 11
{
  "formula": "CH3N4P",
  "method": "ωB97M-V with the def2-TZVPD basis set",
  "elements": ["C", "N", "N", "N", "N", "P", "H", "H", "H"],
  "positions_angstrom": [[-0.803386, -0.292931, -1.242464], [-0.056992, -1.320483, -1.330762], [0.841567, -1.489960, -0.455523], [0.635313, -0.675148, 0.540702], [0.370365, 1.463576, 1.358016], [-0.486468, 0.547021, 0.354160], [-1.640688, -0.172715, -1.991590], [1.255943, -0.417415, 1.290234], [-0.115655, 2.358055, 1.477227]],
  "atomic_forces_ev_per_a": [[-2.55, 1.50, -0.82], [-0.16, -1.51, -3.46], [2.04, -1.16, 2.36], [0.15, -0.20, 0.23], [-0.38, 1.70, -0.03], [-1.56, 0.36, 0.58], [1.18, 0.20, 1.09], [0.92, -0.96, -0.04], [0.37, 0.06, 0.09]],
  "nbo_charge": [-0.3175, -0.2572, 0.0222, -0.6584, -1.0023, 1.1817, 0.2333, 0.4358, 0.3624],
  "relative_energy_ev": 0.000,
  "e_tot_ev": -16329.75452,
  "spin_multiplicity": 3,
  "lumo_ev": [0.583, -2.227],
  "homo_ev": [-7.56, -9.88]
}

# 12
{
  "formula": "CH3N4Si",
  "method": "ωB97M-V with the def2-TZVPD basis set",
  "elements": ["C", "N", "N", "N", "N", "Si", "H", "H", "H"],
  "positions_angstrom": [[-0.168616, -0.351609, 0.591498], [-0.642100, -0.830699, 2.531240], [-0.191673, 0.143641, 1.778690], [-0.604844, -1.594808, 0.507245], [-0.877150, -1.873553, 1.771965], [0.549959, 0.972998, -1.388772], [1.792406, 0.229892, -1.954501], [0.737790, 2.373522, -1.232934], [-0.595772, 0.930617, -2.604431]],
  "atomic_forces_ev_per_a": [[-0.68, -1.80, 1.24], [-0.35, -0.93, 1.05], [0.72, 2.30, -0.06], [0.21, -0.13, -1.10], [-0.55, -0.91, 0.73], [-0.61, -0.38, -3.97], [-0.69, 0.55, 0.50], [0.59, 1.41, 0.14], [1.34, -0.12, 1.46]],
  "nbo_charge": [0.2259, -0.1657, -0.4316, -0.4381, -0.1573, 0.5533, -0.1780, -0.2152, -0.1933],
  "relative_energy_ev": 2.577,
  "e_tot_ev": -14917.35334,
  "spin_multiplicity": 3,
  "lumo_ev": [4.358, 0.678],
  "homo_ev": [-2.04, -5.35],
  "total_charge": -1
}